(1)
The following is a quantum chemistry calculation of one molecule with the formula C4H6O, from the OMol25 dataset.

**Relative energy (zero: lowest compared OMol25 entry of this formula, charge and spin)**: 64.5 kcal per mole
**Gap between HOMO and LUMO**: 10.2 eV
**Structure (SMILES)**: CC1=COC1
**E_HOMO**: -9.291 eV

The geometry in ORCA input format:
```
! RIJCOSX wB97M-V def2-TZVPD def2/J DEFGRID3
* xyz 0 1
C 1.538 0.120 0.045
C -0.030 0.182 0.043
C -0.912 1.132 -0.037
O -2.097 -0.011 0.064
C -1.038 -0.928 -0.031
H 1.742 -0.733 0.822
H 1.882 1.214 0.156
H 1.810 -0.056 -1.031
H -1.139 2.180 0.206
H -0.921 -1.445 -0.992
H -0.836 -1.655 0.753
*
```

(2)
The following is a quantum chemistry calculation of a 9-piece molecular cluster, H18O9 overall, from the OMol25 dataset.

**Relative energy (zero: lowest compared OMol25 entry of this formula, charge and spin)**: 79.0 kcal per mole
**Gap between HOMO and LUMO**: 10.2 eV
**Structure (SMILES)**: O.O.O.O.O.O.O.O.O
**E_HOMO**: -10.532 eV

The geometry in ORCA input format:
```
! RIJCOSX wB97M-V def2-TZVPD def2/J DEFGRID3
* xyz 0 1
O -0.301 0.294 -3.770
H -0.506 0.355 -2.829
H 0.574 0.724 -3.799
O 1.901 1.385 -2.594
H 1.698 1.304 -1.637
H 1.773 2.315 -2.815
O -3.758 0.458 0.148
H -3.372 0.677 0.993
H -3.996 -0.467 0.065
O 2.554 -3.060 1.500
H 2.013 -3.714 1.047
H 1.891 -2.461 1.862
O 1.609 -0.005 0.000
H 0.787 -0.420 0.270
H 1.893 0.750 0.508
O -1.533 -3.083 -1.071
H -1.208 -3.926 -1.414
H -0.644 -2.671 -0.953
O -0.647 0.275 2.462
H -1.569 0.465 2.285
H -0.515 0.336 3.417
O -0.906 0.676 0.111
H -0.420 1.408 0.493
H -1.627 1.155 -0.323
O 1.367 2.777 2.149
H 2.210 2.297 2.112
H 0.733 2.156 1.782
*
```

(3)
The following is a quantum chemistry calculation of C47H53MoN7O4S as an isolated structure, from the OMol25 dataset.

**Relative energy (zero: lowest compared OMol25 entry of this formula, charge and spin)**: 7.9 kcal per mole
**Gap between HOMO and LUMO**: 5.5 eV
**E_HOMO**: -6.918 eV

The geometry in ORCA input format:
```
! RIJCOSX wB97M-V def2-TZVPD def2/J DEFGRID3
* xyz 0 1
Mo -1.025 -0.239 0.120
C -1.818 -3.934 -4.880
C -0.570 -3.056 -4.778
C -0.277 -2.689 -3.361
C 0.665 -3.210 -2.525
C 1.616 -4.327 -2.797
C 1.069 -5.661 -2.287
C 0.569 -2.478 -1.287
N -0.395 -1.494 -1.378
C -0.922 -1.618 -2.641
C -1.837 -0.759 -3.209
C -2.216 0.462 -2.655
C -3.004 1.451 -3.316
C -3.562 1.326 -4.697
C -4.901 0.587 -4.702
C -3.092 2.518 -2.451
C -2.352 2.158 -1.287
C -2.269 2.944 -0.141
C -1.641 2.611 1.032
N -0.906 1.466 1.236
C -0.481 1.530 2.539
C 0.314 0.593 3.149
C 0.824 -0.543 2.527
N 0.617 -0.876 1.214
C 1.270 -2.066 1.032
C 1.322 -2.752 -0.176
C 1.893 -2.491 2.241
C 1.619 -1.527 3.185
C 2.078 -1.460 4.605
C 1.051 -2.048 5.573
C 2.607 -3.787 2.439
C 1.609 -4.919 2.699
C -0.983 2.719 3.183
C -1.679 3.408 2.235
C -2.407 4.703 2.392
C -3.892 4.471 2.673
C -0.715 3.080 4.608
C 0.658 3.748 4.746
N -1.783 0.919 -1.435
C -3.837 3.798 -2.640
C -5.221 3.763 -1.985
H -2.122 -4.039 -5.918
H -2.635 -3.491 -4.316
H -1.617 -4.922 -4.477
H -0.712 -2.149 -5.372
H 0.283 -3.590 -5.201
H 2.575 -4.118 -2.321
H 1.786 -4.401 -3.873
H 0.903 -5.613 -1.215
H 1.763 -6.469 -2.500
H 0.122 -5.880 -2.768
H -2.236 -1.017 -4.178
H -2.850 0.792 -5.331
H -3.698 2.320 -5.130
H -4.802 -0.375 -4.206
H -5.244 0.424 -5.721
H -5.650 1.168 -4.171
H -2.794 3.886 -0.167
H 0.550 0.732 4.193
H 2.004 -3.586 -0.234
H 2.266 -0.418 4.869
H 3.025 -1.996 4.707
H 0.075 -1.595 5.421
H 1.360 -1.873 6.600
H 0.952 -3.119 5.419
H 3.285 -3.703 3.292
H 3.206 -4.023 1.557
H 1.003 -4.691 3.571
H 2.134 -5.855 2.874
H 0.941 -5.049 1.853
H -2.291 5.302 1.486
H -1.972 5.263 3.222
H -4.342 3.890 1.873
H -4.415 5.420 2.762
H -4.012 3.918 3.601
H -0.747 2.177 5.222
H -1.491 3.753 4.976
H 1.435 3.080 4.384
H 0.866 4.001 5.783
H 0.693 4.660 4.153
H -3.958 3.996 -3.707
H -3.258 4.621 -2.217
H -5.837 2.992 -2.439
H -5.720 4.722 -2.110
H -5.143 3.542 -0.924
C 2.101 0.431 -3.438
C 1.116 0.666 -2.492
N 1.377 0.926 -1.212
C 2.647 1.111 -0.867
C 3.717 1.043 -1.776
C 3.416 0.610 -3.075
C 5.071 1.514 -1.552
C 5.777 1.673 -0.424
C 5.450 1.187 0.904
C 5.847 1.900 2.045
C 5.531 1.340 3.267
N 4.930 0.161 3.372
C 4.619 -0.441 2.236
N 4.824 0.011 1.019
H 1.827 0.147 -4.440
H 0.080 0.669 -2.782
H 2.822 1.383 0.163
H 4.215 0.461 -3.788
H 5.547 1.837 -2.474
H 6.723 2.199 -0.488
H 6.352 2.849 1.966
H 5.776 1.829 4.200
H 4.145 -1.411 2.304
O -3.740 -1.506 2.403
S -3.215 -1.476 1.077
O -2.986 -0.034 0.605
O -1.728 -1.885 1.060
O -3.918 -2.201 0.064
*
```

(4)
The following is a quantum chemistry calculation of a 11-piece molecular cluster, C48H58F32O18 overall, from the OMol25 dataset.

**Gap between HOMO and LUMO (alpha / beta)**: 7.9 / 2.8 eV
**E_HOMO (alpha / beta)**: -11.712 / -11.712 eV

The geometry in ORCA input format:
```
! RIJCOSX wB97M-V def2-TZVPD def2/J DEFGRID3
* xyz 1 2
O 5.789 -3.021 4.028
C 4.768 -3.173 3.379
O 4.630 -2.566 2.149
C 3.382 -3.020 1.547
C 2.528 -3.509 2.605
C 3.528 -4.056 3.584
H 3.547 -3.726 0.733
H 2.875 -2.220 1.008
H 1.782 -4.241 2.295
H 1.989 -2.750 3.172
H 3.710 -5.105 3.351
H 3.353 -3.932 4.652
O 2.070 0.638 0.782
C 0.838 0.309 0.639
O 0.277 -0.311 -0.370
C -1.119 -0.507 -0.352
C -1.347 -0.196 1.103
C -0.223 0.727 1.543
H -1.389 -1.538 -0.579
H -1.628 0.215 -0.992
H -1.389 -1.144 1.639
H -2.337 0.224 1.283
H 0.083 0.688 2.588
H -0.256 1.780 1.263
O -3.788 6.273 -1.285
C -3.066 5.605 -0.517
O -1.791 5.460 -0.661
C -1.292 4.561 0.170
C -2.382 3.673 0.692
C -3.495 4.705 0.685
H -0.916 5.080 1.052
H -0.471 3.969 -0.234
H -2.171 3.362 1.715
H -2.542 2.860 -0.015
H -3.443 5.229 1.640
H -4.510 4.331 0.556
O 1.792 -1.027 6.004
C 2.666 -0.324 5.442
O 2.330 0.646 4.578
C 3.410 1.285 3.972
C 4.572 0.394 4.333
C 4.142 -0.354 5.603
H 3.469 2.256 4.462
H 3.153 1.467 2.928
H 5.444 1.016 4.538
H 4.791 -0.276 3.501
H 4.564 0.156 6.469
H 4.415 -1.407 5.534
O -1.498 3.017 -2.692
C -2.678 2.838 -2.901
O -3.252 1.671 -2.495
C -4.502 1.612 -3.088
C -4.928 3.051 -3.266
C -3.615 3.688 -3.685
H -5.203 1.051 -2.469
H -4.374 1.063 -4.021
H -5.439 3.423 -2.378
H -5.652 3.145 -4.076
H -3.415 4.745 -3.513
H -3.402 3.544 -4.744
O -0.393 -2.483 -4.445
C 0.186 -1.414 -4.576
O 1.491 -1.417 -4.760
C 1.898 -0.099 -4.738
C 0.646 0.682 -4.973
C -0.493 -0.088 -4.443
H 2.613 0.093 -5.538
H 2.296 0.191 -3.766
H 0.604 0.782 -6.058
H 0.783 1.701 -4.612
H -1.328 -0.082 -5.143
H -0.714 0.060 -3.386
O 7.408 -0.806 1.378
C 6.674 -0.820 0.404
O 5.374 -0.236 0.344
C 4.924 -0.202 -1.034
C 5.701 -1.309 -1.699
C 7.046 -1.409 -1.004
H 5.241 0.744 -1.472
H 3.846 -0.358 -1.014
H 5.879 -1.206 -2.769
H 5.169 -2.233 -1.474
H 7.849 -0.720 -1.268
H 7.449 -2.421 -0.963
C -5.172 -3.195 -2.468
C -4.413 -3.677 -1.254
C -4.164 -5.253 -1.147
F -3.477 -5.695 -0.136
F -5.385 -5.777 -1.179
F -3.237 -3.060 -1.469
F -4.887 -3.151 -0.160
O -4.484 -3.389 -3.698
C -4.500 -2.265 -4.630
C -3.828 -2.706 -5.980
F -4.246 -3.930 -6.351
F -4.053 -1.784 -7.005
F -5.780 -1.938 -4.950
F -3.881 -1.240 -4.074
H -5.356 -2.126 -2.358
H -6.137 -3.698 -2.522
H -3.633 -5.694 -1.991
H -2.764 -2.742 -5.744
C 3.255 6.008 2.910
C 2.028 5.249 2.366
C 1.161 4.579 3.471
F 0.178 3.839 3.001
F 1.789 4.002 4.413
F 1.272 6.102 1.676
F 2.417 4.268 1.586
O 4.100 6.180 1.744
C 4.470 7.567 1.495
C 5.639 7.700 0.483
F 5.954 8.951 0.071
F 6.775 7.108 0.925
F 3.366 8.021 0.870
F 4.627 8.387 2.532
H 3.766 5.490 3.722
H 2.939 6.981 3.287
H 0.694 5.420 3.983
H 5.228 7.254 -0.423
C 2.925 -3.987 -3.617
C 2.605 -4.471 -2.187
C 1.313 -3.705 -1.650
F 0.972 -4.191 -0.428
F 1.616 -2.474 -1.423
F 2.435 -5.782 -2.211
F 3.591 -4.179 -1.370
O 3.868 -4.771 -4.345
C 5.259 -4.404 -4.226
C 6.225 -5.266 -5.089
F 7.436 -4.732 -5.127
F 6.313 -6.530 -4.591
F 5.347 -3.176 -4.671
F 5.624 -4.336 -2.962
H 3.222 -2.939 -3.598
H 1.965 -4.122 -4.115
H 0.481 -3.646 -2.352
H 5.955 -5.239 -6.145
C -6.699 -1.089 4.882
C -5.352 -0.473 4.319
C -4.471 -1.446 3.636
F -3.258 -0.926 3.360
F -4.389 -2.581 4.336
F -5.643 0.504 3.459
F -4.700 0.249 5.214
O -7.841 -0.219 4.823
C -9.170 -0.715 5.039
C -10.165 0.478 5.243
F -10.368 1.095 4.072
F -11.300 0.133 5.788
F -9.557 -1.480 4.063
F -9.071 -1.546 5.994
H -6.538 -1.410 5.911
H -6.970 -2.066 4.482
H -4.739 -1.825 2.650
H -9.717 1.169 5.957
*
```

(5)
The following is a quantum chemistry calculation of a 7-piece molecular cluster, C4H21ClNO6 overall, from the OMol25 dataset.

**Relative energy (zero: lowest compared OMol25 entry of this formula, charge and spin)**: 0.0 kcal per mole
**Gap between HOMO and LUMO**: 9.1 eV
**E_HOMO**: -6.025 eV

The geometry in ORCA input format:
```
! RIJCOSX wB97M-V def2-TZVPD def2/J DEFGRID3
* xyz -1 1
Cl -3.924 11.079 2.344
O -7.301 10.333 1.304
H -6.687 10.680 1.963
H -7.150 10.718 0.372
O -4.384 7.731 1.791
H -4.068 8.648 2.042
H -5.298 7.849 1.727
O -6.237 11.063 4.750
H -5.593 11.298 4.054
H -6.269 10.073 4.636
O -5.335 13.549 1.145
H -6.142 13.151 1.463
H -4.690 12.866 1.420
O -9.570 11.649 2.550
H -9.049 11.036 2.005
H -9.001 11.825 3.260
C -5.264 9.676 -1.967
C -5.160 11.026 -1.354
C -4.384 12.084 -2.155
O -3.116 11.686 -2.533
C -2.166 11.623 -1.528
N -6.481 11.568 -1.104
H -5.427 9.799 -3.047
H -6.068 9.090 -1.539
H -4.332 9.051 -1.786
H -4.833 10.962 -0.279
H -4.369 13.067 -1.629
H -4.849 12.417 -3.079
H -1.823 12.624 -1.314
H -1.287 11.056 -1.881
H -2.500 11.179 -0.570
H -7.060 11.509 -1.883
H -6.395 12.567 -0.875
*
```

(6)
The following is a quantum chemistry calculation of C28H25BaF5NOS as an isolated structure, from the OMol25 dataset.

**Gap between HOMO and LUMO**: 6.4 eV
**E_HOMO**: -4.477 eV

The geometry in ORCA input format:
```
! RIJCOSX wB97M-V def2-TZVPD def2/J DEFGRID3
* xyz -1 1
C 2.517 0.152 1.717
C 2.406 -0.584 0.508
C 2.235 0.339 -0.556
H 2.517 -1.663 0.393
C 2.280 1.651 -0.008
C 2.424 1.536 1.399
H 2.317 2.577 -0.581
C -1.603 -1.979 2.079
C -0.365 -2.466 1.575
C -0.408 -2.408 0.161
H 0.458 -2.874 2.162
C -1.665 -1.862 -0.222
C -2.417 -1.632 0.969
H 2.218 0.088 -1.614
H 2.508 2.365 2.104
H 2.732 -0.264 2.701
H -3.447 -1.263 0.998
H 0.367 -2.750 -0.530
H -1.901 -1.901 3.126
Ba -0.421 0.618 1.173
C -2.118 -1.551 -1.628
C -3.635 -1.784 -1.750
C -1.379 -2.418 -2.652
H -3.875 -2.822 -1.481
H -3.938 -1.597 -2.786
H -4.194 -1.102 -1.095
H -1.512 -3.475 -2.396
H -0.307 -2.188 -2.687
H -1.810 -2.241 -3.643
C -1.785 -0.038 -1.877
C -2.162 0.505 -3.261
H -0.698 0.141 -1.722
H -2.357 0.600 -1.163
O -3.019 -0.017 -3.977
N -1.544 1.640 -3.731
C -0.384 2.386 -3.238
H -1.981 2.004 -4.573
C 0.947 1.833 -3.723
C 2.128 2.510 -3.401
H 2.051 3.466 -2.878
C 3.369 1.965 -3.733
H 4.282 2.475 -3.421
C 3.439 0.772 -4.461
H 4.408 0.352 -4.730
C 2.261 0.131 -4.853
H 2.291 -0.784 -5.443
C 1.017 0.667 -4.491
H 0.094 0.179 -4.810
H -0.409 2.450 -2.134
H -0.482 3.425 -3.593
F 0.568 -0.917 8.844
C 0.230 -0.284 7.700
C -0.487 0.914 7.741
F -0.841 1.448 8.932
C -0.831 1.562 6.559
F -1.545 2.704 6.637
C -0.466 1.080 5.271
S -0.893 1.942 3.868
C 0.265 -0.135 5.283
F 0.679 -0.687 4.089
C 0.595 -0.810 6.454
F 1.273 -1.981 6.397
*
```

(7)
The following is a quantum chemistry calculation of a 2-piece molecular cluster, C3H6O3 overall, from the OMol25 dataset.

**Relative energy (zero: lowest compared OMol25 entry of this formula, charge and spin)**: 39.2 kcal per mole
**Gap between HOMO and LUMO**: 10.3 eV
**Structure (SMILES)**: C=CO.O=CO
**E_HOMO**: -9.654 eV

The geometry in ORCA input format:
```
! RIJCOSX wB97M-V def2-TZVPD def2/J DEFGRID3
* xyz 0 1
C 1.880 0.177 -1.632
C 0.958 -0.726 -1.344
O 0.602 -1.068 -0.059
H 2.060 0.317 -2.691
H 2.459 0.783 -0.953
H 0.325 -1.182 -2.092
H 0.697 -0.301 0.517
O -1.142 0.380 2.827
C -1.971 0.215 1.977
O -1.905 0.679 0.730
H -2.967 -0.159 2.237
H -0.995 0.886 0.483
*
```

(8)
The following is a quantum chemistry calculation of an isolated ion of composition C6H10NO and charge +1, from the OMol25 dataset.

**Relative energy (zero: lowest compared OMol25 entry of this formula, charge and spin)**: 68.8 kcal per mole
**Gap between HOMO and LUMO**: 10.8 eV
**Structure (SMILES)**: C#C[C@H]1COCC[NH2+]1
**E_HOMO**: -14.460 eV

The geometry in ORCA input format:
```
! RIJCOSX wB97M-V def2-TZVPD def2/J DEFGRID3
* xyz 1 1
C 3.042 0.041 0.973
C 2.048 -0.055 0.260
C 0.834 -0.077 -0.746
C 0.058 -1.441 -0.519
O -0.715 -1.452 0.695
C -1.749 -0.461 0.487
C -1.217 1.023 0.302
N 0.042 1.175 -0.497
H 3.703 -0.093 1.875
H 1.214 -0.018 -1.817
H -0.563 -1.782 -1.415
H 0.855 -2.247 -0.395
H -2.460 -0.743 -0.359
H -2.376 -0.459 1.439
H -1.181 1.504 1.330
H -2.034 1.589 -0.259
H -0.166 1.672 -1.381
H 0.664 1.823 0.028
*
```

(9)
The following is a quantum chemistry calculation of a 2-piece molecular cluster, C3H10NO2 overall, from the OMol25 dataset.

**Relative energy (zero: lowest compared OMol25 entry of this formula, charge and spin)**: 16.6 kcal per mole
**Gap between HOMO and LUMO**: 11.3 eV
**E_HOMO**: -14.553 eV

The geometry in ORCA input format:
```
! RIJCOSX wB97M-V def2-TZVPD def2/J DEFGRID3
* xyz 1 1
C -1.094 0.324 -0.438
C -1.623 0.742 0.921
C -0.556 1.488 1.718
O 0.519 1.719 1.244
N 0.106 -0.582 -0.276
H -0.732 1.134 -1.062
H -1.854 -0.225 -0.999
H -2.084 -0.096 1.453
H -2.375 1.511 0.740
H -0.877 1.777 2.724
H 0.758 0.009 0.256
H 0.645 -0.805 -1.116
H -0.072 -1.451 0.218
H 3.481 -2.407 -1.474
H 2.995 -1.387 -2.389
O 2.762 -1.752 -1.521
*
```

(10)
The following is a quantum chemistry calculation of C8H24BaN2O10 as an isolated structure, from the OMol25 dataset.

**Relative energy (zero: lowest compared OMol25 entry of this formula, charge and spin)**: 35.3 kcal per mole
**Gap between HOMO and LUMO**: 6.9 eV
**E_HOMO**: -7.798 eV

The geometry in ORCA input format:
```
! RIJCOSX wB97M-V def2-TZVPD def2/J DEFGRID3
* xyz 0 1
Ba 0.146 -0.811 1.311
N -3.111 -2.722 0.132
O -3.386 -2.882 -1.075
O -1.973 -2.245 0.444
O -3.918 -3.025 1.008
N -2.750 -0.095 4.011
O -1.611 0.016 3.443
O -3.245 0.931 4.535
O -3.332 -1.186 4.027
C 2.956 -0.472 -2.769
C 2.631 -0.042 -1.357
O 1.199 -0.066 -1.171
H 4.038 -0.625 -2.842
H 2.747 0.317 -3.494
H 2.511 -1.406 -3.104
H 3.014 0.960 -1.156
H 3.010 -0.761 -0.629
H 0.844 0.645 -1.718
C 1.378 4.130 0.606
C 1.869 2.822 1.223
O 0.799 1.972 1.641
H 2.161 4.884 0.524
H 0.642 4.603 1.263
H 0.862 3.954 -0.336
H 2.432 2.994 2.144
H 2.519 2.335 0.497
H 0.430 2.346 2.451
C -2.465 3.032 -0.728
C -2.450 1.952 0.367
O -1.669 0.833 -0.061
H -1.510 3.551 -0.797
H -3.296 3.724 -0.601
H -2.634 2.527 -1.683
H -3.427 1.549 0.652
H -2.037 2.283 1.321
H -2.071 0.544 -0.890
C 0.297 -4.629 -1.123
C 1.432 -3.633 -0.961
O 1.458 -2.973 0.304
H 0.196 -5.009 -2.139
H -0.665 -4.141 -0.944
H 0.434 -5.451 -0.418
H 1.463 -2.899 -1.766
H 2.392 -4.154 -1.065
H 1.690 -3.677 0.923
*
```

no.,calculated total energy (eV),maximum force (eV/A)
1,-6289.120,4.40
2,-18718.711,1.73
3,-80914.488,1.56
4,-174517.970,5.83
5,-30789.474,2.85
6,-58098.498,1.62
7,-9349.615,1.60
8,-9911.409,3.09
9,-8851.622,1.41
10,-32828.354,2.43